(w)
Formula: C5H15NO
Source: the OMol25 dataset
Level of theory: ωB97M-V with the def2-TZVPD basis set

```
22
Properties=species:S:1:pos:R:3:mulliken_charge:R:1
C 1.631 1.225 1.220 -1.251
C 0.290 0.962 0.551 0.284
C -0.267 -0.402 0.901 0.188
C -1.705 -0.758 0.437 -1.123
C 0.840 -1.589 0.609 -1.230
N 0.285 1.137 -0.903 -0.542
H 1.654 1.694 2.244 0.336
H 2.187 2.143 0.694 0.303
H 2.381 0.368 1.194 0.260
H -0.368 1.676 1.066 0.347
H -0.239 -0.423 1.964 0.301
H -2.504 -0.008 0.921 0.261
H -1.735 -0.760 -0.753 0.076
H -2.035 -1.738 0.714 0.438
H 1.596 -1.597 1.431 0.322
H 1.306 -1.449 -0.391 0.261
H 0.417 -2.611 0.622 0.360
H 0.971 0.569 -1.284 0.194
H 0.555 1.995 -1.153 0.241
H -0.973 -0.387 -3.381 0.306
H -2.413 0.285 -3.076 0.323
O -1.873 -0.334 -3.629 -0.655
```

Calculated values
Lowest unoccupied orbital energy (eV): 0.88
Kohn-Sham gap (hartree): 0.38922
SMILES: CC(C)[C@@H](C)N.O
E_HOMO (eV): -9.71



(x)
Formula: C5H15NO
Source: the OMol25 dataset
Level of theory: ωB97M-V with the def2-TZVPD basis set

```
22
Properties=species:S:1:pos:R:3:mulliken_charge:R:1
C 1.898 -1.023 0.276 -0.614
C 1.338 -2.047 1.272 -1.144
C 1.302 0.354 0.241 -0.661
N -0.095 0.272 -0.123 -0.300
C -0.916 1.413 0.314 -0.378
C -2.373 1.169 -0.017 -1.050
H 2.978 -1.016 0.465 0.397
H 1.606 -1.432 -0.695 0.257
H 1.055 -3.029 0.893 0.266
H 0.544 -1.606 1.875 0.368
H 2.117 -2.119 2.050 0.340
H 1.861 1.150 -0.263 0.391
H 1.357 0.760 1.263 0.325
H -0.426 -0.682 -0.072 0.350
H -0.836 1.480 1.417 0.364
H -0.500 2.326 -0.147 0.262
H -3.041 1.965 0.283 0.383
H -2.472 1.127 -1.104 0.174
H -2.703 0.176 0.405 0.259
H -0.478 0.206 -2.112 0.389
H -1.587 0.227 -3.149 0.318
O -0.629 0.329 -3.071 -0.697
```

Calculated values
Lowest unoccupied orbital energy (eV): 0.96
Kohn-Sham gap (hartree): 0.36140
SMILES: CCCNCC.O
E_HOMO (eV): -8.87



(y)
Formula: C5H15NO
Source: the OMol25 dataset
Level of theory: ωB97M-V with the def2-TZVPD basis set

```
22
Properties=species:S:1:pos:R:3:mulliken_charge:R:1
C 0.156 0.533 1.861 -0.580
C -0.793 -0.442 1.119 -0.802
C -0.299 -1.145 -0.167 0.930
C -0.305 -2.656 0.032 -1.622
C 1.091 -0.709 -0.583 -1.663
N 0.324 1.795 1.171 -0.514
H -0.270 0.635 2.868 0.390
H 1.101 -0.017 1.989 0.288
H -1.617 0.216 0.809 0.298
H -1.209 -1.164 1.818 0.400
H -0.950 -0.902 -0.985 0.212
H 0.295 -2.961 0.892 0.356
H -1.310 -3.022 0.180 0.391
H 0.161 -3.166 -0.814 0.421
H 1.402 -1.165 -1.522 0.435
H 1.330 0.349 -0.697 0.341
H 1.878 -1.000 0.125 0.308
H -0.046 2.587 1.669 0.200
H 1.296 1.997 0.988 0.213
H -1.517 3.395 -3.408 0.319
H -0.018 3.707 -3.491 0.316
O -0.702 3.136 -3.855 -0.638
```

Calculated values
Lowest unoccupied orbital energy (eV): 0.91
Kohn-Sham gap (hartree): 0.37005
SMILES: CC(C)CCN.O
E_HOMO (eV): -9.16



We find (y) to be the most stable, with the next structure 0.0092 hartree higher.



(w)
Formula: C5H15NO
Source: the OMol25 dataset
Level of theory: ωB97M-V with the def2-TZVPD basis set

```
22
Properties=species:S:1:pos:R:3:mulliken_charge:R:1
C 0.917 1.266 -1.360 -1.420
C 0.018 0.241 -0.592 0.527
C 0.250 -1.116 -1.270 -1.096
C -0.499 -2.326 -0.754 -0.477
C -0.052 -2.771 0.654 -1.067
N -1.392 0.592 -0.517 -0.656
H 1.869 1.457 -0.861 0.323
H 0.401 2.212 -1.533 0.405
H 1.212 0.879 -2.338 0.326
H 0.412 0.210 0.425 0.283
H 1.334 -1.288 -1.325 0.368
H 0.069 -0.967 -2.346 0.464
H -0.472 -3.097 -1.527 0.336
H -1.564 -2.107 -0.624 0.257
H -0.805 -3.408 1.105 0.323
H 0.091 -1.856 1.233 0.273
H 0.934 -3.243 0.657 0.294
H -1.467 1.421 0.067 0.297
H -1.703 0.945 -1.421 0.240
H 0.229 5.034 4.478 0.323
H -0.263 3.662 3.894 0.317
O 0.480 4.261 3.958 -0.640
```

Calculated values
Lowest unoccupied orbital energy (eV): 0.73
Kohn-Sham gap (hartree): 0.37343
SMILES: CCC[C@@H](C)N.O
E_HOMO (eV): -9.43



(x)
Formula: C5H15NO
Source: the OMol25 dataset
Level of theory: ωB97M-V with the def2-TZVPD basis set

```
22
Properties=species:S:1:pos:R:3:mulliken_charge:R:1
C 0.607 -1.251 -1.694 -1.519
C 0.533 -0.113 -0.677 0.043
C 0.644 -0.665 0.756 0.419
C 0.667 0.421 1.800 -1.597
C -0.440 -1.734 1.060 -1.363
N -0.661 0.726 -0.833 -0.493
H 1.380 -1.987 -1.467 0.386
H 0.783 -0.876 -2.693 0.429
H -0.325 -1.756 -1.776 0.365
H 1.405 0.529 -0.831 0.286
H 1.569 -1.234 0.737 0.329
H 1.526 1.071 1.738 0.377
H -0.232 1.039 1.738 0.321
H 0.638 0.046 2.829 0.430
H -0.055 -2.735 0.898 0.291
H -1.360 -1.663 0.466 0.318
H -0.797 -1.634 2.057 0.422
H -1.448 0.209 -0.431 0.236
H -0.942 0.728 -1.815 0.360
H -1.405 4.007 0.029 0.304
H -1.129 2.973 -1.061 0.327
O -0.960 3.900 -0.828 -0.671
```

Calculated values
Lowest unoccupied orbital energy (eV): 0.89
Kohn-Sham gap (hartree): 0.39354
SMILES: CC(C)[C@@H](C)N.O
E_HOMO (eV): -9.82



We find (x) to be the most stable, with the next structure 0.0099 hartree higher.



(w)
Formula: C5H15NO
Source: the OMol25 dataset
Level of theory: ωB97M-V with the def2-TZVPD basis set

```
22
Properties=species:S:1:pos:R:3:mulliken_charge:R:1
C -0.027 -1.708 0.237 -0.933
N 0.002 -0.669 -0.795 -0.161
C 1.290 0.057 -0.782 -1.093
C -1.280 0.942 0.669 -1.295
C -1.207 0.182 -0.705 0.512
C -1.141 1.241 -1.815 -1.553
H 0.951 -2.115 0.471 0.360
H -0.605 -1.397 1.112 0.282
H -0.626 -2.568 -0.110 0.271
H 2.048 -0.721 -0.665 0.448
H 1.402 0.796 0.016 0.280
H 1.468 0.391 -1.802 0.364
H -1.210 2.022 0.552 0.392
H -0.432 0.609 1.268 0.304
H -2.217 0.745 1.184 0.297
H -2.107 -0.430 -0.737 0.377
H -1.532 0.803 -2.739 0.309
H -1.754 2.104 -1.566 0.426
H -0.158 1.679 -1.964 0.417
H 2.729 0.096 2.787 0.310
H 1.775 -1.217 2.825 0.318
O 2.630 -0.840 2.560 -0.632
```

Calculated values
Lowest unoccupied orbital energy (eV): 0.77
Kohn-Sham gap (hartree): 0.33117
SMILES: CC(C)N(C)C.O
E_HOMO (eV): -8.24



(x)
Formula: C5H15NO
Source: the OMol25 dataset
Level of theory: ωB97M-V with the def2-TZVPD basis set

```
22
Properties=species:S:1:pos:R:3:mulliken_charge:R:1
C -0.620 0.181 2.255 -0.977
C 0.635 -0.415 1.582 -0.690
N 0.523 -0.607 0.137 0.045
C 0.589 0.721 -0.601 0.005
C 1.970 0.847 -1.092 -1.263
C -0.566 -1.557 -0.209 -1.165
H -1.506 -0.410 2.464 0.302
H -0.468 0.771 3.168 0.362
H -0.949 0.973 1.572 0.234
H 1.117 -1.285 2.024 0.462
H 1.427 0.329 1.789 0.274
H 0.199 1.484 0.066 0.376
H -0.114 0.530 -1.419 -0.049
H 2.364 1.816 -1.428 0.393
H 2.240 0.095 -1.837 0.316
H 2.733 0.663 -0.315 0.277
H -1.501 -1.203 -0.630 0.376
H -0.652 -2.338 0.569 0.383
H 0.013 -2.252 -0.816 0.389
H -1.769 0.296 -2.366 0.276
H -3.077 0.863 -2.065 0.344
O -2.588 0.497 -2.846 -0.671
```

Calculated values
Lowest unoccupied orbital energy (eV): 0.81
Kohn-Sham gap (hartree): 0.33866
SMILES: CCN(C)CC.O
E_HOMO (eV): -8.41



(y)
Formula: C5H15NO
Source: the OMol25 dataset
Level of theory: ωB97M-V with the def2-TZVPD basis set

```
22
Properties=species:S:1:pos:R:3:mulliken_charge:R:1
C -1.556 -0.822 0.898 -1.035
C -0.600 0.174 0.271 -0.262
N 0.113 1.199 1.179 -0.440
C 1.798 1.770 -0.560 -1.165
C 1.010 2.241 0.525 0.425
C 1.885 2.712 1.806 -1.407
H -1.085 -1.654 0.579 0.350
H -2.616 -0.702 0.493 0.236
H -1.740 -0.794 1.985 0.311
H 0.170 -0.394 -0.374 0.185
H -1.055 0.930 -0.403 0.303
H 0.723 0.699 1.828 0.286
H 2.455 2.629 -0.866 0.349
H 2.377 0.732 -0.462 0.218
H 1.132 1.557 -1.445 0.323
H 0.323 3.036 0.155 0.185
H 2.293 3.722 1.419 0.343
H 1.386 2.965 2.709 0.420
H 2.702 2.062 2.043 0.373
H -2.310 -5.159 -3.823 0.328
H -2.894 -5.984 -2.574 0.335
O -2.234 -6.061 -3.395 -0.663
```

Calculated values
Lowest unoccupied orbital energy (eV): 0.73
Kohn-Sham gap (hartree): 0.34657
SMILES: CCNC(C)C.O
E_HOMO (eV): -8.70



(z)
Formula: C5H15NO
Source: the OMol25 dataset
Level of theory: ωB97M-V with the def2-TZVPD basis set

```
22
Properties=species:S:1:pos:R:3:mulliken_charge:R:1
C -0.026 -0.648 -1.312 -0.367
C -1.513 -1.015 -1.229 -1.076
C 0.408 -0.699 0.178 -0.739
N -0.653 0.008 1.028 -0.067
C -0.721 1.455 0.855 -1.051
C -0.163 -0.453 2.449 -0.874
H 0.622 -1.350 -1.875 0.374
H 0.048 0.394 -1.707 0.214
H -2.172 -0.228 -0.901 0.294
H -1.662 -1.911 -0.564 0.249
H -1.752 -1.335 -2.280 0.362
H 0.536 -1.804 0.464 0.457
H 1.419 -0.182 0.239 0.287
H -1.410 1.934 1.485 0.355
H 0.326 1.790 1.041 0.381
H -0.900 1.817 -0.201 0.263
H -1.011 -0.543 3.114 0.311
H 0.672 0.335 2.740 0.266
H 0.272 -1.388 2.324 0.366
H 3.063 1.234 -2.517 0.276
H 2.337 1.573 -1.290 0.285
O 2.279 1.016 -2.039 -0.567
```

Calculated values
Lowest unoccupied orbital energy (eV): 0.69
Kohn-Sham gap (hartree): 0.33326
SMILES: CCCN(C)C.O
E_HOMO (eV): -8.38



We find (w) to be the most stable, with the next structure 0.0267 hartree higher.



(w)
Formula: C5H15NO
Source: the OMol25 dataset
Level of theory: ωB97M-V with the def2-TZVPD basis set

```
22
Properties=species:S:1:pos:R:3:mulliken_charge:R:1
C -0.636 1.008 -1.848 -1.413
C 0.578 0.588 -0.940 0.164
C 0.518 -0.906 -0.539 0.377
C 1.636 -1.226 0.498 -1.511
C -0.748 -1.507 0.037 -1.200
N 0.679 1.325 0.280 -0.491
H -0.600 2.061 -1.981 0.424
H -1.681 0.881 -1.307 0.214
H -0.704 0.608 -2.880 0.337
H 1.493 0.649 -1.546 0.381
H 0.858 -1.303 -1.512 0.393
H 2.348 -1.795 0.056 0.450
H 2.142 -0.288 0.817 0.323
H 1.335 -1.843 1.413 0.320
H -1.468 -1.543 -0.827 0.329
H -1.281 -0.902 0.872 -0.002
H -0.455 -2.470 0.490 0.501
H 0.223 0.994 1.144 0.182
H 1.544 1.890 0.372 0.225
H -1.514 1.242 3.182 0.332
H -2.240 0.906 1.801 0.324
O -2.027 1.631 2.419 -0.661
```

Calculated values
Lowest unoccupied orbital energy (eV): 0.75
Kohn-Sham gap (hartree): 0.34005
SMILES: CC(C)[C@@H](C)N.O
E_HOMO (eV): -8.51



(x)
Formula: C5H15NO
Source: the OMol25 dataset
Level of theory: ωB97M-V with the def2-TZVPD basis set

```
22
Properties=species:S:1:pos:R:3:mulliken_charge:R:1
C -0.006 -0.879 -2.186 -0.981
N 0.544 -0.211 -1.021 -0.272
C -1.049 0.920 2.245 -1.269
C 0.058 0.740 1.212 -0.476
C -0.273 -0.379 0.184 0.047
C -0.062 -1.748 0.809 -1.404
H 0.504 -0.596 -3.109 0.314
H -0.029 -1.972 -2.115 0.314
H -1.041 -0.565 -2.308 0.344
H 1.464 -0.575 -0.766 0.284
H -1.117 0.100 2.951 0.314
H -0.917 1.853 2.778 0.389
H -1.996 1.051 1.716 0.323
H 1.010 0.452 1.674 0.288
H 0.192 1.671 0.677 0.272
H -1.310 -0.245 -0.091 0.395
H -0.376 -2.558 0.162 0.362
H -0.572 -1.869 1.765 0.386
H 0.995 -1.901 1.017 0.366
H 0.917 1.715 -1.392 0.408
H 2.007 2.532 -2.200 0.285
O 1.059 2.463 -2.001 -0.690
```

Calculated values
Lowest unoccupied orbital energy (eV): 1.01
Kohn-Sham gap (hartree): 0.37409
SMILES: CC[C@H](C)NC.O
E_HOMO (eV): -9.17



(y)
Formula: C5H15NO
Source: the OMol25 dataset
Level of theory: ωB97M-V with the def2-TZVPD basis set

```
22
Properties=species:S:1:pos:R:3:mulliken_charge:R:1
C -0.672 -0.633 -1.336 -0.386
C -2.058 -1.261 -1.436 -1.179
C -0.037 -0.850 0.037 -0.616
N -0.771 -0.206 1.117 0.000
C -0.562 1.235 1.102 -0.995
C -0.348 -0.751 2.398 -1.017
H -0.023 -1.092 -2.078 0.322
H -0.747 0.425 -1.585 0.271
H -2.722 -0.827 -0.687 0.298
H -2.067 -2.330 -1.232 0.307
H -2.520 -1.100 -2.410 0.356
H -0.034 -1.924 0.240 0.454
H 1.009 -0.488 0.014 0.237
H -1.178 1.717 1.872 0.338
H 0.499 1.500 1.283 0.341
H -0.831 1.645 0.137 0.274
H -0.734 -0.132 3.199 0.341
H 0.751 -0.803 2.487 0.360
H -0.752 -1.759 2.527 0.296
H 4.470 2.324 -1.460 0.321
H 3.376 1.288 -1.138 0.313
O 3.574 2.062 -1.684 -0.636
```

Calculated values
Lowest unoccupied orbital energy (eV): 0.78
Kohn-Sham gap (hartree): 0.34565
SMILES: CCCN(C)C.O
E_HOMO (eV): -8.63



We find (x) to be the most stable, with the next structure 0.0140 hartree higher.